# 1
Molecular formula: C40H42FGeN4O6Pt
Method: DFT, ωB97M-V/def2-TZVPD

XYZ file:
```
95
Properties=species:S:1:pos:R:3:lowdin_charge:R:1
Pt -0.403 2.315 -0.730 1.56
F -4.387 -3.426 -1.218 0.08
C -3.104 -3.308 -1.602 -0.18
C -2.495 -2.099 -1.444 0.10
C -1.146 -1.935 -1.778 -0.05
C -0.504 -0.638 -1.614 -0.26
O -1.223 0.325 -1.212 -0.10
C 0.870 -0.576 -1.961 -0.01
C 1.485 -1.707 -2.453 0.07
N 0.902 -2.895 -2.594 0.03
C 1.658 -4.008 -3.149 -0.25
C 2.001 -5.167 -2.257 -0.08
C 3.070 -4.216 -2.703 -0.06
C -0.444 -3.042 -2.272 -0.10
C -1.099 -4.264 -2.462 0.07
C -2.433 -4.431 -2.129 -0.12
N -3.053 -5.676 -2.335 -0.09
C -2.381 -6.898 -1.909 -0.12
C -2.507 -7.941 -3.023 -0.06
N -3.800 -7.686 -3.762 0.07
C -4.874 -7.223 -2.821 -0.07
C -4.510 -5.825 -2.301 -0.12
C 1.768 0.622 -1.899 -0.52
O 2.812 0.643 -2.496 0.14
O 1.416 1.650 -1.130 -0.15
H -3.054 -1.273 -1.027 0.14
H 2.521 -1.641 -2.757 0.16
H 1.416 -4.203 -4.187 0.16
H 1.976 -6.158 -2.687 0.11
H 1.691 -5.100 -1.223 0.12
H 3.778 -4.538 -3.452 0.12
H 3.474 -3.548 -1.955 0.12
H -0.553 -5.088 -2.896 0.11
H -2.823 -7.273 -0.980 0.14
H -1.331 -6.714 -1.705 0.13
H -2.546 -8.956 -2.632 0.14
H -1.706 -7.871 -3.755 0.14
H -4.093 -8.526 -4.262 0.19
H -3.642 -6.958 -4.460 0.19
H -4.926 -7.965 -2.028 0.14
H -5.823 -7.217 -3.351 0.14
H -4.932 -5.723 -1.299 0.14
H -4.960 -5.062 -2.933 0.14
C -3.633 2.479 -1.983 0.02
C -2.603 3.273 -2.710 -0.49
N -2.926 3.900 -3.823 0.24
O -1.416 3.389 -2.286 -0.13
H -4.590 2.464 -2.498 0.10
H -3.754 2.906 -0.988 0.09
H -3.254 1.466 -1.845 0.08
H -3.864 3.874 -4.187 0.14
H -2.232 4.449 -4.310 0.14
O -2.090 2.583 0.686 -0.05
C -1.353 2.351 1.681 -0.64
O -0.189 1.884 1.483 -0.11
C -1.708 2.765 3.077 -0.12
C -0.685 3.814 3.546 -0.20
Ge 1.204 3.537 2.981 1.03
C 1.576 4.063 1.145 -0.30
C 0.571 4.592 0.321 -0.17
C 0.860 4.969 -0.993 -0.10
C 2.143 4.803 -1.501 -0.05
C 3.132 4.261 -0.698 -0.04
C 2.847 3.893 0.616 -0.08
C 1.978 5.040 4.082 -0.13
C 2.026 4.859 5.498 -0.03
C 3.030 5.462 6.204 -0.01
C 3.862 6.389 5.550 0.04
C 3.700 6.706 4.187 -0.01
C 2.689 6.111 3.478 -0.03
C 2.144 1.990 3.671 -0.27
C 1.519 0.770 3.920 -0.09
C 2.234 -0.289 4.465 -0.07
C 3.586 -0.148 4.746 -0.06
C 4.228 1.054 4.483 -0.06
C 3.508 2.117 3.957 -0.11
H -1.672 1.885 3.721 0.13
H -2.719 3.166 3.103 0.13
H -0.696 3.878 4.634 0.08
H -0.976 4.802 3.181 0.09
H -0.412 4.821 0.725 0.11
H 0.085 5.415 -1.601 0.11
H 2.369 5.095 -2.518 0.12
H 4.129 4.115 -1.092 0.12
H 3.638 3.458 1.219 0.11
H 1.345 4.174 5.989 0.13
H 3.165 5.256 7.257 0.13
H 4.607 6.924 6.127 0.14
H 4.347 7.433 3.715 0.13
H 2.510 6.375 2.443 0.12
H 0.472 0.637 3.688 0.09
H 1.734 -1.225 4.675 0.11
H 4.141 -0.974 5.169 0.11
H 5.285 1.160 4.690 0.11
H 4.025 3.050 3.759 0.10
```

- largest force on an atom (hartree/bohr) = 0.00861
- multiplicity = 5
- charge = +3
- expectation value of S² = 6.03
- E (eV) = -122860.623
- frontier orbital gap (alpha / beta) (eV) = 8.22 / 5.13
- ΔE to the lowest compared entry with this formula, charge and spin (kcal per mole) = 0.0

***

# 2
Molecular formula: C3H5NO
Method: DFT, ωB97M-V/def2-TZVPD

XYZ file:
```
10
Properties=species:S:1:pos:R:3:lowdin_charge:R:1
C -0.256 -0.068 1.126 -0.13
O 0.081 -1.035 0.195 -0.16
C -0.093 -0.670 -1.149 -0.21
C 0.417 0.737 -1.254 -0.14
N 0.533 1.552 -0.401 0.09
H 0.101 -0.403 2.093 0.08
H -1.335 0.160 1.094 0.09
H 0.442 1.210 0.857 0.13
H -1.153 -0.640 -1.442 0.13
H 0.437 -1.395 -1.769 0.12
```

- largest force on an atom (hartree/bohr) = 0.06518
- multiplicity = 1
- charge = 0
- E (eV) = -6725.897
- frontier orbital gap (eV) = 9.66
- ΔE to the lowest compared entry with this formula, charge and spin (kcal per mole) = 84.8